Entry 1:
A structure of composition C46H35BrN3NdO3P2S2 in a non-equilibrium geometry. Source: OMol25; level of theory: the ωB97M-V functional and the def2-TZVPD basis.

LUMO level (alpha / beta): 3.940 / 3.928 eV
HOMO-LUMO gap (alpha / beta): 0.2137 / 0.2133 hartree
energy relative to the best compared isomer or geometry (same formula, charge and spin): 0.0000 eV
multiplicity: 4
energy: -184454.5904 eV
net charge: -2
HOMO energy (alpha / beta): -1.88 / -1.88 eV
F_max: 1.1 eV Å⁻¹

Positions of all 93 atoms, in Å:
1 Nd -1.345 -0.484 -0.003
2 S -3.472 -1.897 -1.406
3 C -2.760 -3.463 -1.673
4 C -3.700 -4.545 -1.852
5 N -4.460 -5.402 -1.986
6 C -1.434 -3.745 -1.767
7 S -0.123 -2.596 -1.618
8 C -1.019 -5.096 -2.053
9 N -0.655 -6.163 -2.297
10 C 2.795 -0.065 -0.702
11 C 2.873 0.163 0.810
12 P 1.493 -0.753 1.637
13 C 1.811 -0.405 3.418
14 C 0.743 -0.552 4.306
15 C 0.905 -0.330 5.665
16 C 2.142 0.066 6.164
17 C 3.205 0.240 5.288
18 C 3.039 0.008 3.927
19 C 2.288 -2.458 1.642
20 C 3.615 -2.724 1.994
21 C 4.120 -4.016 1.974
22 C 3.304 -5.079 1.605
23 C 1.982 -4.841 1.263
24 C 1.486 -3.541 1.284
25 P 1.178 0.534 -1.387
26 C 1.492 0.230 -3.179
27 C 2.065 -0.963 -3.619
28 C 2.257 -1.203 -4.974
29 C 1.872 -0.258 -5.914
30 C 1.288 0.927 -5.489
31 C 1.096 1.164 -4.136
32 C 1.450 2.360 -1.358
33 C 0.463 3.192 -0.837
34 C 0.632 4.573 -0.822
35 C 1.797 5.136 -1.320
36 C 2.790 4.315 -1.846
37 C 2.612 2.940 -1.870
38 H 2.837 -1.140 -0.897
39 H 3.629 0.400 -1.232
40 H 2.757 1.219 1.053
41 H 3.834 -0.184 1.185
42 H -0.230 -0.827 3.917
43 H 0.059 -0.452 6.333
44 H 2.271 0.250 7.225
45 H 4.169 0.564 5.664
46 H 3.885 0.162 3.267
47 H 4.266 -1.913 2.306
48 H 5.155 -4.196 2.249
49 H 3.701 -6.088 1.578
50 H 1.337 -5.656 0.955
51 H 0.465 -3.365 0.984
52 H 2.336 -1.735 -2.911
53 H 2.685 -2.147 -5.290
54 H 2.016 -0.450 -6.971
55 H 0.969 1.666 -6.215
56 H 0.623 2.086 -3.819
57 H -0.441 2.759 -0.435
58 H -0.150 5.203 -0.416
59 H 1.932 6.212 -1.305
60 H 3.701 4.749 -2.244
61 H 3.378 2.311 -2.311
62 Br -4.387 -2.631 6.255
63 C -3.551 -2.278 4.561
64 C -4.204 -1.492 3.631
65 C -3.569 -1.237 2.417
66 C -2.290 -1.713 2.076
67 C -1.707 -2.517 3.070
68 C -2.305 -2.813 4.295
69 H -5.188 -1.091 3.842
70 H -4.129 -0.634 1.701
71 H -0.723 -2.947 2.910
72 H -1.800 -3.435 5.025
73 C -1.696 2.305 2.504
74 C -0.793 1.372 1.713
75 O 0.438 1.546 1.853
76 H -1.095 2.992 3.104
77 H -2.344 1.711 3.160
78 H -2.359 2.856 1.833
79 O -3.962 3.246 0.149
80 C -3.464 2.710 -0.817
81 N -2.638 1.603 -0.837
82 C -2.235 1.396 -2.114
83 O -1.403 0.550 -2.418
84 C -2.889 2.369 -3.048
85 C -2.843 2.523 -4.416
86 C -3.607 3.551 -4.970
87 C -4.379 4.382 -4.164
88 C -4.410 4.210 -2.779
89 C -3.652 3.190 -2.246
90 H -2.241 1.863 -5.031
91 H -3.605 3.703 -6.042
92 H -4.967 5.170 -4.621
93 H -5.008 4.845 -2.135

=====

Entry 2:
A structure of composition C46H36IN13O2S2V in a non-equilibrium geometry. Source: OMol25; level of theory: the ωB97M-V functional and the def2-TZVPD basis.

LUMO level (alpha / beta): -0.002 / -0.415 eV
HOMO-LUMO gap (alpha / beta): 0.2417 / 0.2595 hartree
energy relative to the best compared isomer or geometry (same formula, charge and spin): 1.6848 eV
multiplicity: 4
energy: -127213.9622 eV
HOMO energy (alpha / beta): -6.58 / -7.48 eV
F_max: 2.5 eV Å⁻¹

Positions of all 101 atoms, in Å:
1 V -1.487 -0.698 -1.458
2 C -1.902 -1.498 -5.562
3 C -1.852 -1.577 -4.069
4 N -1.520 -0.537 -3.313
5 N -1.189 0.641 -3.902
6 C -1.075 1.594 -2.981
7 O -1.233 1.384 -1.736
8 C -0.805 2.963 -3.495
9 C -1.203 4.071 -2.756
10 C -0.968 5.351 -3.231
11 C -0.335 5.532 -4.453
12 C 0.050 4.428 -5.203
13 C -0.182 3.148 -4.728
14 C -2.175 -2.751 -3.312
15 C -2.517 -3.987 -3.871
16 C -2.811 -5.050 -3.045
17 C -2.755 -4.872 -1.667
18 C -2.407 -3.628 -1.176
19 N -2.125 -2.584 -1.961
20 H -1.736 -0.467 -5.858
21 H -2.872 -1.833 -5.938
22 H -1.129 -2.124 -6.017
23 H -1.716 3.919 -1.817
24 H -1.278 6.206 -2.644
25 H -0.143 6.532 -4.821
26 H 0.533 4.570 -6.162
27 H 0.115 2.277 -5.295
28 H -2.548 -4.096 -4.947
29 H -3.084 -6.010 -3.464
30 H -2.984 -5.677 -0.983
31 H -2.359 -3.447 -0.109
32 S -1.918 -1.209 1.240
33 C -3.320 -0.706 0.451
34 N -3.286 -0.289 -0.794
35 C -4.524 0.073 -1.288
36 C -4.785 0.588 -2.555
37 C -6.093 0.877 -2.899
38 C -7.141 0.651 -2.005
39 C -6.890 0.154 -0.737
40 C -5.577 -0.119 -0.384
41 S -4.945 -0.726 1.126
42 H -3.965 0.768 -3.241
43 H -6.308 1.284 -3.879
44 H -8.158 0.873 -2.298
45 H -7.695 -0.024 -0.035
46 C 2.949 3.574 3.806
47 N 2.561 2.964 2.554
48 C 1.733 1.925 2.347
49 N 1.753 1.577 1.084
50 C 2.618 2.467 0.534
51 N 3.138 3.320 1.391
52 C 3.465 2.545 4.792
53 C 3.442 2.798 6.158
54 C 3.928 1.857 7.055
55 C 4.418 0.642 6.609
56 C 4.422 0.373 5.244
57 C 3.966 1.330 4.344
58 C 4.875 -0.914 4.726
59 N 5.721 -1.735 5.242
60 N 5.855 -2.778 4.364
61 C 5.070 -2.539 3.367
62 O 4.410 -1.363 3.521
63 C 4.861 -3.409 2.209
64 C 5.891 -4.286 1.877
65 C 5.755 -5.127 0.794
66 C 4.575 -5.140 0.071
67 C 3.516 -4.311 0.417
68 C 2.209 -4.507 -0.329
69 N 1.621 -3.362 -1.001
70 C 0.709 -2.489 -0.565
71 N 0.365 -1.681 -1.558
72 C 1.142 -2.101 -2.591
73 N 1.913 -3.117 -2.293
74 C 3.670 -3.409 1.472
75 H 2.105 4.114 4.239
76 H 3.725 4.298 3.563
77 H 1.154 1.451 3.124
78 H 2.863 2.484 -0.515
79 H 3.045 3.739 6.523
80 H 3.909 2.071 8.116
81 H 4.785 -0.104 7.301
82 H 4.012 1.110 3.287
83 H 6.789 -4.289 2.480
84 H 6.565 -5.789 0.516
85 H 4.470 -5.814 -0.771
86 H 1.461 -4.887 0.369
87 H 2.364 -5.244 -1.112
88 H 0.301 -2.470 0.431
89 H 1.136 -1.645 -3.567
90 H 2.865 -2.739 1.753
91 I -1.818 6.084 0.813
92 C -2.368 4.266 1.714
93 C -2.836 4.259 3.017
94 C -3.186 3.042 3.581
95 C -3.049 1.894 2.813
96 N -2.600 1.910 1.564
97 C -2.264 3.072 1.014
98 H -2.919 5.180 3.578
99 H -3.563 2.990 4.594
100 H -3.303 0.916 3.211
101 H -1.896 3.018 -0.004